Entry 1:
The following is a quantum chemistry calculation of an isolated ion of composition C6H6N and charge +1, from the Open Molecules 2025 dataset.

CARTESIAN COORDINATES (ANGSTROEM)
C -0.912 1.400 1.740
C -0.251 0.621 0.947
C 1.191 0.507 0.722
C 0.963 -0.523 -0.272
C 0.559 -1.334 -1.539
C -0.837 -0.907 -1.190
N -0.509 -0.377 -0.044
H -1.953 1.745 1.812
H -0.238 2.091 2.270
H 2.153 1.061 0.961
H 0.601 -2.388 -1.240
H 1.021 -1.111 -2.498
H -1.790 -0.787 -1.670

Calculated values
Net charge = +1
Max |F| = 0.0942 Eh/bohr
SMILES = C=C1C=C2CC=[N+]12
E_HOMO = -0.5140 hartree
LUMO level = -0.194 Eh
Multiplicity = 1
Gap between HOMO and LUMO = 0.3201 Eh
Relative energy (zero: lowest compared OMol25 entry of this formula, charge and spin) = 319.68 kJ/mol

---

Entry 2:
The following is a quantum chemistry calculation of C39H34GeN4O5Ti as an isolated structure, from the Open Molecules 2025 dataset.

CARTESIAN COORDINATES (ANGSTROEM)
Ti 1.203 0.101 -1.123
O -0.091 1.733 -1.960
C -1.467 1.582 -2.395
C -2.364 1.100 -1.281
C -2.457 2.078 -0.095
C -1.767 1.680 1.211
C -1.618 2.460 3.628
C -0.356 2.290 4.009
C 0.765 2.385 3.072
C 0.751 2.081 1.768
N -0.258 1.541 0.929
H -0.123 2.185 -1.086
H -1.429 0.883 -3.227
H -1.778 2.556 -2.775
H -2.016 0.120 -0.957
H -3.357 0.936 -1.712
H -3.504 2.247 0.147
H -2.053 3.065 -0.383
H -2.434 2.313 4.330
H -0.135 2.058 5.048
H 1.726 2.720 3.451
H 1.687 2.175 1.231
O 3.947 -4.311 -3.332
C 4.495 -4.063 -2.150
O 5.446 -4.690 -1.735
C 3.827 -3.016 -1.338
C 4.172 -2.692 -0.060
N 3.374 -1.684 0.364
N 2.472 -1.338 -0.589
C 2.736 -2.152 -1.655
C 1.828 -2.060 -2.754
O 1.926 -2.752 -3.782
O 0.862 -1.152 -2.551
H 3.142 -3.751 -3.496
H 4.934 -3.121 0.571
H 3.253 -1.304 1.289
N 2.599 1.592 -1.201
C 2.779 2.183 -2.207
C 2.961 2.916 -3.358
C 2.265 2.580 -4.574
C 2.459 3.336 -5.700
C 3.330 4.450 -5.717
C 4.018 4.772 -4.531
C 3.858 4.045 -3.378
H 1.596 1.730 -4.587
H 1.924 3.062 -6.602
H 3.467 5.035 -6.617
H 4.698 5.618 -4.519
H 4.402 4.315 -2.482
C 0.136 0.171 0.446
Ge -1.076 -1.023 1.346
C -0.495 -1.981 2.940
C 0.052 -3.269 2.919
C 0.437 -3.908 4.095
C 0.274 -3.268 5.319
C -0.274 -1.991 5.360
C -0.653 -1.353 4.180
C -2.288 0.369 1.746
C -3.503 0.245 2.380
C -4.510 1.188 2.716
C -4.470 2.610 2.550
C -3.408 3.406 2.258
C -2.006 2.863 2.233
C -1.703 -2.422 0.108
C -3.069 -2.636 -0.102
C -3.515 -3.585 -1.020
C -2.605 -4.335 -1.756
C -1.243 -4.131 -1.571
C -0.806 -3.188 -0.647
H 0.171 -3.791 1.975
H 0.859 -4.906 4.056
H 0.569 -3.766 6.236
H -0.408 -1.490 6.312
H -1.083 -0.357 4.213
H -3.765 -0.773 2.682
H -5.429 0.775 3.117
H -5.427 3.117 2.683
H -3.558 4.467 2.095
H -1.322 3.660 1.914
H -3.792 -2.035 0.441
H -4.579 -3.730 -1.172
H -2.952 -5.060 -2.483
H -0.520 -4.679 -2.164
H 0.264 -3.031 -0.544

Calculated values
Net charge = -2
Max |F| = 0.0396 Eh/bohr
E_HOMO (spin up / spin down) = -0.0137 / -0.0303 hartree
LUMO level (spin up / spin down) = 0.158 / 0.158 Eh
Multiplicity = 3
Gap between HOMO and LUMO (spin up / spin down) = 0.1718 / 0.1880 Eh
Relative energy (zero: lowest compared OMol25 entry of this formula, charge and spin) = 97.57 kJ/mol